(1)
Here is C32H24F9IrN2O9P2S2 as an isolated structure from the Open Molecules 2025 dataset. Energies are from ωB97M-V/def2-TZVPD.

Geometry as XYZ:
```
81
Properties=species:S:1:pos:R:3:forces:R:3
Ir 0.318 -0.568 1.390 -1.1910 -1.5891 -0.3272
C -2.574 -1.201 6.524 0.1291 -0.1305 -0.2380
C -2.361 -1.977 5.236 -0.4674 0.0453 0.1697
O -0.981 -2.099 4.917 0.5289 0.3725 -0.3227
P -0.126 -0.889 4.261 0.0887 -0.6673 0.8558
S -1.322 0.315 3.203 1.3080 -0.5180 -1.2444
S 1.379 -1.830 3.328 -0.5936 1.1797 -0.4449
O 0.382 -0.031 5.526 -0.4802 0.1077 -0.6579
C 1.236 -0.633 6.500 0.3783 -0.2252 0.2532
C 2.612 0.006 6.453 -0.3108 -0.0317 -0.1177
H -3.629 -1.199 6.785 -0.1068 0.0094 0.0546
H -2.240 -0.173 6.396 -0.0043 0.0814 0.0703
H -2.005 -1.659 7.330 0.0021 0.0060 0.1126
H -2.878 -1.483 4.406 0.0277 -0.1814 0.0808
H -2.721 -3.006 5.322 -0.0024 0.1628 -0.0178
H 1.302 -1.710 6.314 0.0037 0.0720 0.1107
H 0.759 -0.470 7.473 0.0300 -0.0965 -0.1211
H 3.028 -0.094 5.453 0.0609 -0.0366 -0.0389
H 3.275 -0.480 7.166 0.0529 -0.0191 0.0717
H 2.541 1.065 6.692 0.0360 0.0781 0.0325
O 2.811 -2.282 -1.870 1.2893 0.7672 2.5533
C 2.533 -1.424 -0.800 -0.9252 -2.2465 -0.6501
O 1.749 -1.824 0.076 0.4868 0.9454 -0.1658
C 3.215 -0.161 -0.857 1.1279 1.0834 -0.1492
C 4.315 -0.014 -1.713 -0.6163 -0.1881 0.5600
C 5.009 1.185 -1.793 -0.9249 0.0149 0.7205
C 4.612 2.287 -1.043 -0.6630 -0.1147 0.4234
C 3.493 2.184 -0.219 0.9701 -0.9026 -1.1311
C 2.757 0.960 -0.066 -0.7901 -0.3021 0.5268
O 1.769 0.918 0.721 0.5082 0.0048 -0.2926
N 3.093 3.328 0.513 -0.6659 1.4707 0.8472
O 1.948 3.405 0.948 0.8860 0.1529 -0.3421
O 3.928 4.219 0.661 -0.1444 -0.1465 0.0214
N 6.130 1.292 -2.662 0.7827 -0.0552 -0.6370
O 6.422 0.324 -3.349 -0.0206 0.1511 0.1029
O 6.748 2.346 -2.682 -0.0248 -0.0071 0.0042
H 4.650 -0.862 -2.288 -0.0562 -0.0571 -0.0962
H 5.153 3.220 -1.108 -0.0560 -0.0263 0.0239
F -1.282 5.766 -3.334 -0.1284 -0.1381 -0.0421
C -0.313 5.409 -2.456 -0.1390 0.2471 -0.2896
F -0.350 6.324 -1.482 0.0367 -0.0483 0.3511
F 0.846 5.592 -3.117 0.2044 -0.1377 0.0158
C -0.490 3.997 -1.984 -0.0164 0.0196 0.1172
C -0.619 3.692 -0.635 0.0188 0.2726 -0.3934
C -0.769 2.372 -0.257 0.0421 -0.2827 -0.1725
C -0.802 1.361 -1.215 -0.1212 0.1262 0.1524
C -0.706 1.683 -2.569 -0.0579 0.0502 0.0808
C -0.532 2.996 -2.951 0.0187 0.2008 0.1489
P -1.058 -0.348 -0.622 1.8158 0.4522 -0.2897
C -0.259 -1.451 -1.827 0.0593 -0.6760 0.0876
C 0.867 -1.090 -2.519 -0.1955 0.0296 -0.7398
C 1.840 -2.140 -2.955 -1.4797 0.1227 -0.6382
C 1.170 -3.456 -3.174 0.0867 0.0783 -0.4237
C 0.005 -3.771 -2.528 0.4693 0.4570 0.0649
C -0.664 -2.803 -1.779 -0.5333 0.3171 0.4987
C 1.889 -4.471 -3.988 -0.9433 0.4716 0.1999
F 2.419 -3.946 -5.112 0.3956 0.1818 -0.3256
F 2.897 -5.087 -3.349 0.5960 -0.1823 0.2117
F 1.072 -5.463 -4.400 -0.2407 -0.3812 -0.0921
C -2.814 -0.482 -1.089 -0.4870 -0.3459 0.5674
C -3.811 -0.146 -0.171 0.5111 -0.0991 -0.2356
C -5.135 -0.172 -0.547 -0.4441 -0.0941 -0.4746
C -5.476 -0.542 -1.849 0.3662 0.0058 0.1650
C -4.487 -0.881 -2.770 -0.5919 0.1655 0.2251
C -3.166 -0.858 -2.390 0.4695 0.1546 0.2977
C -6.905 -0.520 -2.281 -0.6079 0.1210 -0.2329
F -7.762 -0.902 -1.317 0.1274 -0.0461 0.2606
F -7.151 -1.315 -3.337 0.2074 -0.1492 -0.0705
F -7.308 0.715 -2.658 0.1684 0.1177 0.0713
H -0.575 4.474 0.106 0.0197 0.0500 0.0578
H -0.832 2.120 0.793 0.0755 -0.0079 0.0368
H -0.757 0.909 -3.318 0.0249 -0.0925 -0.0441
H -0.427 3.263 -3.992 -0.0177 -0.0272 -0.1273
H 1.198 -0.066 -2.579 -0.0947 0.1572 -0.1331
H 2.419 -1.837 -3.839 0.0456 -0.0122 0.3284
H -0.390 -4.775 -2.596 -0.0582 -0.0546 0.0022
H -1.507 -3.078 -1.164 -0.2097 -0.1099 -0.0123
H -3.524 0.138 0.832 -0.0538 0.0116 0.1499
H -5.913 0.086 0.152 -0.0994 0.0332 0.1250
H -4.768 -1.157 -3.774 0.0307 -0.0568 -0.0842
H -2.399 -1.128 -3.099 0.0770 -0.0657 0.0040
```
Positions in Å, forces in eV/Å.

Output
HOMO energy (spin up / spin down): -4.158 / -4.161 eV
Expectation value of S²: 0.755
Multiplicity: 2
Net charge: -1

Need the Mulliken charges? In units of e they are: atom 1 (Ir): 2.261, atom 2 (C): -0.969, atom 3 (C): -0.273, atom 4 (O): -0.478, atom 5 (P): 1.072, atom 6 (S): -0.565, atom 7 (S): -0.463, atom 8 (O): -0.349, atom 9 (C): -0.377, atom 10 (C): -1.114, atom 11 (H): 0.411, atom 12 (H): 0.257, atom 13 (H): 0.253, atom 14 (H): 0.276, atom 15 (H): 0.328, atom 16 (H): 0.431, atom 17 (H): 0.305, atom 18 (H): 0.238, atom 19 (H): 0.376, atom 20 (H): 0.314, atom 21 (O): -0.604, atom 22 (C): 0.721, atom 23 (O): -0.827, atom 24 (C): 0.137, atom 25 (C): -0.350, atom 26 (C): -0.697, atom 27 (C): -0.447, atom 28 (C): -0.465, atom 29 (C): 1.030, atom 30 (O): -1.505, atom 31 (N): 0.993, atom 32 (O): -0.535, atom 33 (O): -0.697, atom 34 (N): 1.077, atom 35 (O): -0.647, atom 36 (O): -0.673, atom 37 (H): 0.806, atom 38 (H): 0.616, atom 39 (F): -0.281, atom 40 (C): 0.784, atom 41 (F): -0.293, atom 42 (F): -0.264, atom 43 (C): 0.346, atom 44 (C): -0.840, atom 45 (C): -0.030, atom 46 (C): 0.627, atom 47 (C): -0.225, atom 48 (C): -1.170, atom 49 (P): 0.479, atom 50 (C): 1.078, atom 51 (C): -2.370, atom 52 (C): 0.711, atom 53 (C): -0.828, atom 54 (C): -0.738, atom 55 (C): -1.353, atom 56 (C): 0.873, atom 57 (F): -0.313, atom 58 (F): -0.284, atom 59 (F): -0.316, atom 60 (C): 0.512, atom 61 (C): -0.335, atom 62 (C): -0.911, atom 63 (C): 0.250, atom 64 (C): -1.037, atom 65 (C): -0.289, atom 66 (C): 0.877, atom 67 (F): -0.275, atom 68 (F): -0.280, atom 69 (F): -0.263, atom 70 (H): 0.423, atom 71 (H): 0.082, atom 72 (H): 0.511, atom 73 (H): 0.424, atom 74 (H): 0.604, atom 75 (H): 0.508, atom 76 (H): 0.418, atom 77 (H): 0.573, atom 78 (H): 0.479, atom 79 (H): 0.429, atom 80 (H): 0.454, atom 81 (H): 0.387


(2)
Here is a 13-piece molecular cluster, C32H98N8O13 overall from the Open Molecules 2025 dataset. Energies are from ωB97M-V/def2-TZVPD.

Geometry as XYZ:
```
151
Properties=species:S:1:pos:R:3:forces:R:3
O -1.142 -2.400 -4.501 0.0624 -0.2146 0.0144
H -1.798 -3.003 -4.857 -0.1227 0.1417 -0.0774
H -1.403 -1.467 -4.682 -0.0520 -0.0268 0.0018
O 1.300 -3.110 -3.576 -0.2873 -0.0576 0.6118
H 1.493 -3.173 -4.506 0.4017 -0.0768 -0.5426
H 0.348 -2.908 -3.610 -0.1280 0.2143 -0.0679
O 2.739 -4.872 0.357 -0.6028 -0.5293 -0.6007
H 3.648 -5.009 0.093 0.8492 0.1820 0.1917
H 2.272 -5.301 -0.391 -0.0119 0.4175 0.3900
O -0.994 -3.635 2.212 0.2033 0.0510 -0.3412
H -1.413 -4.450 1.895 0.3365 0.2452 -0.0997
H -0.414 -3.356 1.473 -0.2547 -0.2762 0.3097
O 1.661 -5.618 -2.437 -0.1093 -0.9087 0.5559
H 0.884 -6.175 -2.269 0.3125 0.3682 -0.1889
H 1.356 -4.769 -2.778 -0.0710 0.3916 -0.2867
C -0.836 2.573 -3.652 -1.0944 0.7579 0.8042
C -1.770 1.678 -4.450 0.9526 -0.0944 0.6036
C -1.609 1.915 -5.938 0.5089 0.8673 -1.0901
O -1.482 3.315 -6.327 0.0546 -0.2879 0.8119
C -2.689 4.083 -6.432 0.6407 -0.7136 -1.0067
N -1.547 0.247 -4.063 -0.2097 0.0208 0.0389
H -1.088 3.595 -3.923 0.2650 0.2256 0.1034
H 0.222 2.445 -3.792 0.4859 -0.3915 -0.4800
H -1.024 2.465 -2.570 -0.0339 -0.0987 -0.3472
H -2.789 2.009 -4.271 -0.3045 -0.3808 0.6997
H -2.455 1.537 -6.495 -0.3496 -0.5436 -0.1151
H -0.700 1.422 -6.307 -0.1146 0.1899 0.0538
H -3.270 4.156 -5.513 0.0510 -0.0131 0.1209
H -3.276 3.630 -7.241 -0.4147 0.0013 0.2634
H -2.417 5.079 -6.813 0.0931 -0.2954 0.4749
H -0.704 0.130 -3.478 -0.2634 0.5838 -0.5956
H -2.252 -0.066 -3.401 -0.2796 0.2833 -0.1155
C 4.733 -2.358 -1.721 -0.2711 0.0280 0.2459
C 5.619 -2.745 -0.553 0.8230 -1.3127 0.5437
C 5.079 -2.303 0.790 -1.1809 1.4355 -0.1813
O 5.122 -0.875 0.817 0.4669 -0.1244 0.3577
C 4.527 -0.326 1.983 -0.7141 0.0960 -1.4324
N 5.775 -4.235 -0.380 -0.1804 -0.0232 -0.3901
H 4.496 -1.298 -1.639 0.3560 0.1345 -0.1539
H 3.766 -2.826 -1.606 -0.3576 -0.5272 -0.1879
H 5.149 -2.577 -2.717 -0.0259 0.0113 0.4691
H 6.564 -2.210 -0.676 0.3363 -0.2918 -0.0768
H 5.615 -2.712 1.659 0.0096 -0.1184 -0.3210
H 4.007 -2.552 0.849 0.2566 -0.5548 0.2148
H 4.739 0.733 1.940 -0.0531 0.3299 0.2074
H 4.912 -0.745 2.887 0.3899 -0.4142 0.7115
H 3.431 -0.484 1.938 0.2614 0.0724 0.2068
H 6.586 -4.569 0.146 -0.3632 0.6014 -0.3088
H 5.662 -4.827 -1.201 0.1798 0.6492 0.0038
C -7.566 -1.793 0.287 -0.8562 -0.6691 -0.7162
C -6.604 -0.677 0.000 -0.0137 -0.4858 0.0103
C -6.094 -0.182 1.350 0.2003 0.8631 -0.7911
O -5.037 0.748 1.176 0.7917 -0.1971 0.6753
C -5.313 2.099 0.913 0.0703 0.3614 -0.6470
N -5.498 -1.261 -0.778 0.2214 0.2490 1.0909
H -7.805 -2.286 -0.666 0.0004 -0.0784 0.1837
H -8.544 -1.485 0.690 0.4928 0.0662 0.1864
H -7.072 -2.531 0.914 -0.2315 -0.0306 0.2006
H -7.136 0.060 -0.608 0.0731 0.5562 0.3582
H -5.721 -1.043 1.916 0.2399 0.2039 -0.1511
H -6.864 0.291 1.950 -0.5523 -0.0126 0.0234
H -5.867 2.229 -0.028 -0.1526 -0.0576 0.1605
H -4.341 2.569 0.749 -0.0084 -0.0530 0.0565
H -5.808 2.693 1.699 -0.0969 -0.6421 0.0991
H -5.840 -1.614 -1.650 -0.0088 -0.0223 -0.4741
H -4.742 -0.599 -0.911 -0.0745 -0.0235 -0.1068
C 2.330 2.592 3.985 -1.0210 1.5033 -0.7179
C 2.570 3.106 2.568 1.2824 0.4955 -0.8045
C 1.503 4.061 2.082 -1.8982 -0.5862 0.8576
O 0.191 3.363 2.146 1.8167 1.1506 0.1134
C -0.830 4.245 1.773 -0.5077 -0.3957 -0.2463
N 3.914 3.747 2.396 0.1051 -0.2059 0.4190
H 2.201 3.432 4.688 0.3151 -0.1927 -0.0789
H 3.109 1.932 4.308 0.2431 -0.4910 0.1831
H 1.337 2.150 3.890 0.4640 -0.4305 0.4470
H 2.502 2.202 1.933 0.3043 0.4000 -0.0490
H 1.685 4.391 1.048 0.0229 -0.0129 0.2342
H 1.391 4.931 2.772 0.3968 -0.3035 -0.5239
H -1.740 3.695 1.984 -0.4358 0.2306 0.1404
H -0.806 4.416 0.704 0.0449 0.1872 -0.5335
H -0.843 5.238 2.254 0.2306 -0.4315 0.2672
H 4.148 4.422 3.125 -0.3232 -0.4015 -0.1160
H 4.192 4.179 1.505 -0.7900 -0.5421 0.3263
C 7.762 5.824 -0.780 1.1780 -0.5442 0.6556
C 6.291 5.674 -0.611 -1.4694 0.9136 -0.0172
C 5.796 4.252 -0.787 1.1002 -0.5507 -0.1697
O 4.413 4.160 -0.786 -1.2760 1.5434 -0.7053
C 3.788 2.900 -0.944 1.2311 0.0852 1.6974
N 5.932 6.143 0.732 -0.5425 0.0989 0.3841
H 8.110 5.393 -1.710 0.0966 0.0081 -0.2445
H 8.270 5.310 0.047 -0.0423 -0.1903 -0.1763
H 8.133 6.848 -0.694 -0.4090 0.1071 -0.2646
H 5.803 6.261 -1.401 -0.1411 0.1417 -0.0040
H 6.202 3.709 0.056 0.2917 -0.6255 0.3320
H 6.217 3.856 -1.721 -0.0274 -0.1266 -0.0033
H 4.229 2.285 -1.721 0.1858 -0.1150 -0.2013
H 2.738 3.031 -1.108 -0.5118 0.3343 -0.2907
H 3.913 2.460 0.056 -0.1712 -0.8646 -0.4358
H 6.372 7.025 0.975 -0.0045 -0.1390 -0.2186
H 4.925 6.266 0.873 0.4684 -0.1265 -0.3235
C -2.615 1.952 4.684 -0.3492 0.0128 1.3762
C -2.091 0.853 3.823 1.0559 1.0436 -0.8272
C -0.686 0.480 4.205 -0.6386 0.5742 2.2368
O 0.030 -0.317 3.338 -0.3573 -0.0317 -1.5205
C 0.888 -1.162 4.032 0.7270 0.2220 0.4377
N -2.941 -0.263 3.857 -1.0473 -1.4886 -0.7335
H -2.021 2.859 4.612 -0.1198 0.2280 -0.3026
H -2.560 1.650 5.739 -0.1826 -0.0034 -0.0545
H -3.677 2.118 4.449 0.3635 0.2466 0.0419
H -2.009 1.320 2.847 0.0072 0.0295 -0.7034
H -0.748 -0.054 5.187 -0.0511 0.5078 -0.3550
H -0.223 1.454 4.363 0.5445 -0.0752 0.1589
H 1.536 -0.571 4.691 0.3282 0.0124 -0.1441
H 1.489 -1.729 3.325 -0.1006 -0.1035 0.0147
H 0.324 -1.793 4.699 -0.2574 -0.7268 0.0941
H -2.521 -0.955 3.230 -0.4159 -0.1927 0.3113
H -3.843 -0.007 3.445 0.2728 -0.2927 0.1131
C 1.630 -0.188 -1.041 -0.9778 0.2404 0.0906
C 0.743 -1.184 -0.220 -0.5189 1.6222 -0.8271
C -0.752 -1.191 -0.694 0.6954 1.4125 1.1081
O -1.346 0.114 -0.711 0.1627 -0.3566 -1.1703
C -1.465 0.766 0.517 0.2930 -0.2073 0.7400
N 1.169 -2.522 -0.298 0.5771 -1.8370 0.1443
H 1.634 -0.417 -2.115 -0.2223 -0.1343 0.0830
H 2.674 -0.214 -0.740 0.0887 -0.1033 0.3688
H 1.253 0.844 -0.915 0.1591 -0.3130 -0.0661
H 0.779 -0.858 0.818 -0.0862 -0.0374 0.2297
H -1.372 -1.853 -0.069 0.3118 -0.0830 -0.1440
H -0.747 -1.502 -1.725 -0.2207 -0.4027 -0.5101
H -0.497 0.973 1.004 -0.1839 0.1601 -0.3155
H -2.016 0.155 1.236 -0.2541 -0.0912 -0.1069
H -2.012 1.696 0.339 0.1195 -0.0806 0.0563
H 1.253 -2.862 -1.259 0.0902 0.2318 0.3667
H 2.054 -2.718 0.175 -0.4779 -0.0779 -0.2314
C -5.734 -5.172 1.341 -1.0547 0.0795 0.3247
C -4.278 -4.819 1.241 0.3794 -0.4959 0.0535
C -3.783 -4.875 -0.201 -1.5552 -0.1180 0.5451
O -2.436 -4.617 -0.291 1.4381 0.0156 -0.0425
C -1.952 -4.771 -1.611 -1.0290 0.0539 -0.1187
N -4.103 -3.531 1.831 0.9245 1.5773 0.0846
H -6.061 -5.072 2.392 0.3096 -0.3941 -0.3951
H -5.925 -6.170 0.958 -0.2057 -0.2240 0.0670
H -6.405 -4.472 0.819 0.4691 -0.1546 -0.2447
H -3.726 -5.569 1.836 0.0072 0.2521 -0.1494
H -4.394 -4.108 -0.733 0.3139 -0.4934 -0.2451
H -3.967 -5.891 -0.544 -0.3521 -0.2001 -0.6012
H -0.885 -4.613 -1.614 0.2937 0.1439 0.0830
H -2.468 -4.025 -2.235 0.3462 -0.0288 -0.1665
H -2.199 -5.765 -2.040 0.1652 0.2608 0.3551
H -3.095 -3.344 1.968 -0.7593 0.0959 -0.0781
H -4.435 -2.834 1.142 0.2268 -0.2506 0.4742
```
Positions in Å, forces in eV/Å.

Output
HOMO energy: -8.679 eV
Multiplicity: 1

Atomic partial charges in e from the Mulliken method, atoms 1 to 99: atom 1 (O): -0.634, atom 2 (H): 0.217, atom 3 (H): 0.441, atom 4 (O): -0.611, atom 5 (H): 0.284, atom 6 (H): 0.313, atom 7 (O): -0.626, atom 8 (H): 0.286, atom 9 (H): 0.341, atom 10 (O): -0.791, atom 11 (H): 0.261, atom 12 (H): 0.326, atom 13 (O): -0.704, atom 14 (H): 0.323, atom 15 (H): 0.356, atom 16 (C): -1.389, atom 17 (C): 0.493, atom 18 (C): -0.961, atom 19 (O): -0.388, atom 20 (C): -0.700, atom 21 (N): -0.807, atom 22 (H): 0.480, atom 23 (H): 0.429, atom 24 (H): 0.197, atom 25 (H): 0.264, atom 26 (H): 0.424, atom 27 (H): 0.321, atom 28 (H): 0.289, atom 29 (H): 0.321, atom 30 (H): 0.245, atom 31 (H): 0.217, atom 32 (H): 0.416, atom 33 (C): -0.787, atom 34 (C): 0.346, atom 35 (C): -0.259, atom 36 (O): -0.390, atom 37 (C): -0.485, atom 38 (N): -0.541, atom 39 (H): 0.111, atom 40 (H): 0.070, atom 41 (H): 0.395, atom 42 (H): 0.172, atom 43 (H): 0.441, atom 44 (H): -0.067, atom 45 (H): 0.156, atom 46 (H): 0.513, atom 47 (H): 0.014, atom 48 (H): 0.178, atom 49 (H): 0.232, atom 50 (C): -1.541, atom 51 (C): 0.448, atom 52 (C): -1.102, atom 53 (O): 0.276, atom 54 (C): -0.731, atom 55 (N): -0.289, atom 56 (H): 0.444, atom 57 (H): 0.408, atom 58 (H): 0.119, atom 59 (H): 0.416, atom 60 (H): 0.311, atom 61 (H): 0.437, atom 62 (H): 0.297, atom 63 (H): 0.055, atom 64 (H): 0.295, atom 65 (H): 0.259, atom 66 (H): 0.074, atom 67 (C): -0.979, atom 68 (C): 1.554, atom 69 (C): -1.138, atom 70 (O): 0.139, atom 71 (C): -0.828, atom 72 (N): -0.474, atom 73 (H): 0.408, atom 74 (H): 0.458, atom 75 (H): -0.349, atom 76 (H): -0.671, atom 77 (H): 0.372, atom 78 (H): 0.298, atom 79 (H): 0.071, atom 80 (H): 0.297, atom 81 (H): 0.341, atom 82 (H): 0.300, atom 83 (H): 0.097, atom 84 (C): -1.628, atom 85 (C): 0.747, atom 86 (C): -0.832, atom 87 (O): -0.413, atom 88 (C): -0.404, atom 89 (N): -0.643, atom 90 (H): 0.381, atom 91 (H): 0.412, atom 92 (H): 0.384, atom 93 (H): 0.116, atom 94 (H): 0.309, atom 95 (H): 0.486, atom 96 (H): 0.486, atom 97 (H): 0.278, atom 98 (H): -0.045, atom 99 (H): 0.251


Across the entries above, M takes the values 1069.830, 803.179 g mol⁻¹, respectively.
Across the entries above, relative energy (zero: lowest compared OMol25 entry of this formula, charge and spin) takes the values 95.6, 2.3 kcal per mole, respectively.